ORCA calculation (wB97M-V/def2-TZVPD) on a molecular structure, C22H22BrCl2N2O9P2W.

XYZ file:
```
61
Properties=species:S:1:pos:R:3
W 1.0146 0.2696 0.2093
Cl -0.3683 -1.7006 2.4784
C -2.1383 -1.7240 2.3551
Cl -2.7455 -0.0864 2.0761
H -2.5475 -2.0983 3.2924
H -2.4093 -2.3446 1.5022
C 2.2214 -5.0933 -1.1609
C 2.1253 -4.5066 -2.4147
C 1.7773 -3.1768 -2.5437
C 1.5462 -2.4044 -1.3991
C 1.6261 -3.0043 -0.1345
C 1.9592 -4.3407 -0.0235
N 1.2827 -1.0369 -1.4451
N 1.1450 -0.5254 -2.6675
C 1.1382 0.8299 -2.6933
C 1.0153 1.4966 -3.9272
C 1.0114 2.8710 -3.9487
C 1.1341 3.5929 -2.7651
C 1.2603 2.9315 -1.5503
C 1.2927 1.5402 -1.4597
H 2.4971 -6.1323 -1.0673
H 2.3356 -5.0900 -3.2974
H 1.6957 -2.6971 -3.5049
H 1.4546 -2.3893 0.7567
H 2.0276 -4.7998 0.9517
H 0.9368 0.9130 -4.8294
H 0.9117 3.3959 -4.8847
H 1.1321 4.6712 -2.7932
H 1.3435 3.5234 -0.6395
C 1.7850 2.7693 5.1307
C 1.5936 2.6192 3.6652
O 2.2288 3.5332 2.9047
P 0.0971 1.7879 3.0881
O -1.0889 2.8673 3.0905
O -0.3202 0.8160 4.2565
O -0.0491 1.0338 1.7820
P 3.1511 0.6234 1.6252
O 1.9819 -0.1073 2.7154
O 2.1536 1.7401 1.0844
O 2.8128 -0.4203 0.4647
H 1.4064 3.7350 5.4788
H 2.8539 2.7623 5.3488
H 1.2946 1.9690 5.6750
H 2.2855 3.2096 1.9808
H -1.2617 3.3148 2.2601
H -0.9118 1.1917 4.9102
H 2.3825 -0.6093 3.4357
Br -4.7629 -3.5773 -2.3740
C -4.2484 -1.7698 -2.1084
C -5.0674 -0.7454 -2.5692
C -4.6899 0.5741 -2.3597
C -3.5060 0.8755 -1.7140
C -2.6888 -0.1636 -1.2526
C -3.0666 -1.4966 -1.4487
C -1.4401 0.1258 -0.5659
O -0.7006 -0.8219 -0.0720
O -0.9645 1.2976 -0.4508
H -5.9845 -0.9843 -3.0888
H -5.3389 1.3638 -2.7058
H -3.1901 1.8949 -1.5540
H -2.4222 -2.2928 -1.1053
```

Properties
Frontier orbital gap (spin up / spin down) ... 5.5574 / 6.3759 eV
Highest occupied orbital energy (spin up / spin down) ... -10.6 / -11.2 eV
E_LUMO (spin up / spin down) ... -5.009 / -4.869 eV
Total charge ... +1
Energy above the lowest of the compared OMol25 structures with the same formula, charge and spin ... 300.96 kJ/mol
Spin multiplicity ... 3


ORCA calculation (wB97M-V/def2-TZVPD) on a molecular structure, C23H52Cl2O17S2.

XYZ file:
```
96
Properties=species:S:1:pos:R:3
C 4.0500 -5.1689 4.8949
O 3.9703 -4.5305 3.6203
C 2.6467 -3.9915 3.3849
C 2.6558 -3.1571 2.2156
O 3.4040 -1.9681 2.2016
C 3.1492 -1.1319 3.3546
C 4.2494 -0.1284 3.2269
O 3.7643 1.0868 3.7574
C 4.6645 2.1334 3.7947
H 5.0856 -5.5475 4.9796
H 3.3206 -6.0216 4.9390
H 3.9520 -4.4351 5.7178
H 2.2342 -3.5675 4.2930
H 1.9109 -4.7673 3.1590
H 1.6277 -2.8912 1.9612
H 3.1492 -3.7471 1.4015
H 3.2884 -1.7053 4.3259
H 2.1151 -0.6842 3.3903
H 4.5292 0.0466 2.1664
H 5.1903 -0.3811 3.7935
H 5.1159 2.3011 2.8162
H 5.4979 1.9797 4.5080
H 4.0742 2.9683 4.1799
C -0.3183 2.4247 -5.1466
O 0.3295 1.2336 -4.6944
C 1.1204 0.7395 -5.7800
C 2.0696 -0.3266 -5.2536
O 3.0704 0.2811 -4.4442
C 4.2322 -0.5545 -4.3161
C 4.1200 -1.7646 -3.4048
O 3.9569 -1.3836 -2.0631
C 3.9389 -2.4789 -1.2111
H -1.0436 2.0783 -5.8802
H 0.3649 3.1515 -5.6009
H -0.8668 2.8208 -4.3004
H 1.7300 1.5536 -6.2386
H 0.4864 0.2654 -6.5667
H 2.5610 -0.8892 -6.0381
H 1.5004 -1.0576 -4.6569
H 5.0176 0.0916 -3.9410
H 4.5043 -0.8639 -5.3091
H 5.0144 -2.3615 -3.5363
H 3.3096 -2.4058 -3.7831
H 2.9556 -3.0007 -1.3110
H 4.0504 -2.1367 -0.2068
H 4.7895 -3.1501 -1.4564
C -7.3347 4.1031 1.4329
O -6.1147 3.4798 1.0443
C -5.6363 3.7076 -0.2352
C -4.4680 2.7946 -0.4138
O -5.0081 1.4536 -0.4046
C -4.0369 0.4563 -0.0942
C -4.6963 -0.9122 -0.0276
O -4.9260 -1.3774 -1.2935
C -4.9370 -2.8092 -1.4246
H -6.9914 5.1874 1.4377
H -7.6228 3.6706 2.4101
H -8.1391 3.9056 0.7593
H -5.2367 4.7567 -0.3357
H -6.3570 3.6110 -1.0685
H -3.8168 2.8400 0.4837
H -3.8348 2.8861 -1.2896
H -3.6298 0.5484 0.9247
H -3.2731 0.4621 -0.8627
H -5.6194 -0.9483 0.5880
H -3.9640 -1.5526 0.5371
H -4.7746 -3.1213 -2.4452
H -5.8778 -3.2224 -1.1088
H -4.0174 -3.2217 -0.9333
C -3.4039 -0.7956 -4.3507
Cl -3.7787 0.8778 -3.7361
Cl -1.8138 -0.8738 -5.1302
H -3.3979 -1.4952 -3.5220
H -4.1535 -1.1078 -5.0980
C 0.9769 0.1835 -1.6707
C 0.9010 0.1261 -0.1016
O -0.2867 -0.6455 0.1384
S -0.5705 -1.5405 -1.1188
O -1.7723 -1.1304 -1.7250
O -0.4549 -2.8934 -0.8115
O 0.6273 -1.1717 -2.0534
H 1.9501 0.4383 -2.0157
H 0.1729 0.8505 -2.0322
H 0.8087 1.1219 0.2759
H 1.7566 -0.4045 0.3274
C -1.3269 2.6398 5.1697
C -0.5993 3.9725 4.9708
O -0.0352 3.8259 3.7279
S -0.2815 2.3877 3.0638
O 0.7929 1.5592 3.4770
O -0.7282 2.5907 1.7329
O -1.5583 2.1232 3.8830
H -2.2977 2.7280 5.6108
H -0.6941 1.9221 5.7137
H 0.1359 4.2064 5.7593
H -1.1947 4.8488 4.8921
```

Properties
Frontier orbital gap ... 9.3291 eV
Highest occupied orbital energy ... -8.9 eV
E_LUMO ... 0.416 eV
Total charge ... 0


ORCA calculation (wB97M-V/def2-TZVPD) on C5H5ClOS in the gas phase.

XYZ file:
```
13
Properties=species:S:1:pos:R:3
C 0.5805 0.5684 -0.4370
C 0.0524 1.5352 0.3926
C -2.1348 -0.9794 1.0362
C 0.0737 -0.6686 -0.7196
C -2.2377 0.1578 0.1736
O -2.7283 -2.0263 0.9038
S -1.6205 1.6898 0.6924
Cl -3.5879 0.2353 -0.8989
H 1.4246 0.9154 -1.0290
H 0.6306 2.3857 0.7133
H -1.4132 -0.8190 1.8680
H 0.3301 -1.1384 -1.6568
H -0.3397 -1.3274 0.0138
```

Properties
Frontier orbital gap ... 7.0138 eV
Highest occupied orbital energy ... -8.4 eV
E_LUMO ... -1.355 eV
Total charge ... 0
Energy above the lowest of the compared OMol25 structures with the same formula, charge and spin ... 264.57 kJ/mol


ORCA calculation (wB97M-V/def2-TZVPD) on 2 unconnected molecules or ions with the total composition C5H11N.

XYZ file:
```
17
Properties=species:S:1:pos:R:3
C 1.9094 -1.2720 -0.0784
C 1.8820 -0.0377 -0.5475
C 1.7617 1.1661 0.3395
H 1.8894 -2.1759 -0.6735
H 1.6821 -1.4864 0.9630
H 1.9992 0.1450 -1.6108
H 1.6323 0.8452 1.3749
H 2.6787 1.7607 0.3010
H 0.9323 1.8009 0.0422
C -1.6546 -0.9147 -0.9256
N -2.1429 0.2340 -0.7686
C -2.3970 0.6279 0.6084
H -1.2491 -1.2293 -1.8862
H -1.5956 -1.6471 -0.1134
H -1.4660 0.9056 1.1040
H -2.7859 -0.1995 1.2122
H -3.0760 1.4773 0.6588
```

Properties
Frontier orbital gap ... 10.7665 eV
Highest occupied orbital energy ... -9.6 eV
E_LUMO ... 1.138 eV
Total charge ... 0
Energy above the lowest of the compared OMol25 structures with the same formula, charge and spin ... 181.55 kJ/mol


ORCA calculation (wB97M-V/def2-TZVPD) on 9 unconnected molecules or ions with the total composition C36H72O19.

XYZ file:
```
127
Properties=species:S:1:pos:R:3
C 0.5439 -4.9879 -0.4895
C 0.8949 -5.0790 -1.9363
O -0.3280 -5.3993 -2.5833
C -0.3689 -5.2310 -3.9086
O 0.5331 -4.7499 -4.6569
O -1.5640 -5.6850 -4.3039
C -1.9925 -5.5154 -5.6217
H 0.3002 -5.9331 -0.0045
H -0.2844 -4.3129 -0.2740
H 1.3962 -4.6335 0.0903
H 1.6506 -5.8225 -2.1896
H 1.3741 -4.1342 -2.1925
H -2.9476 -6.0283 -5.7348
H -1.2349 -5.9732 -6.2578
H -2.0564 -4.4836 -5.9673
C 2.0468 0.5349 2.8543
C 2.8007 1.7708 3.2919
O 1.9533 2.7901 3.9161
C 1.5082 2.5516 5.2150
O 1.6912 1.5364 5.8769
O 0.9594 3.6757 5.6114
C 0.6112 3.9043 6.9399
H 1.2604 0.8245 2.1573
H 1.6477 -0.0660 3.6715
H 2.7533 -0.1772 2.4278
H 3.2191 2.2700 2.4179
H 3.6246 1.4676 3.9380
H 0.4215 4.9541 7.1636
H 1.4206 3.5952 7.6014
H -0.2927 3.3272 7.1351
C -3.1312 4.7026 1.3964
C -3.5693 5.3829 0.1195
O -3.0322 4.5933 -0.9446
C -3.8207 3.6202 -1.5181
O -4.9441 3.2792 -1.1672
O -3.1463 3.0439 -2.5372
C -3.6660 1.9540 -3.1782
H -2.0449 4.7731 1.4516
H -3.4048 3.6539 1.5125
H -3.5195 5.2499 2.2554
H -3.0975 6.3642 0.0693
H -4.6430 5.5678 0.0885
H -3.9684 1.1815 -2.4711
H -2.9203 1.5515 -3.8638
H -4.5737 2.1860 -3.7353
C -1.5133 -0.0413 4.5056
C -1.9119 0.7980 3.2745
O -3.1061 1.4786 3.4257
C -3.1989 2.5464 4.2618
O -2.2584 2.9566 4.9543
O -4.3310 3.1612 4.0452
C -4.8128 4.3219 4.7324
H -2.2652 -0.8136 4.6675
H -1.5107 0.5652 5.4113
H -0.5079 -0.4529 4.4167
H -1.9521 0.1859 2.3735
H -1.0694 1.4519 3.0493
H -5.7819 4.5362 4.2817
H -4.1788 5.1763 4.4955
H -4.9443 4.3190 5.8144
C 4.5358 0.3763 -3.6899
C 5.4158 -0.6251 -2.9938
O 4.6752 -1.2873 -1.9751
C 4.0662 -2.4853 -2.0943
O 3.1941 -2.8654 -1.2923
O 4.6203 -3.2111 -3.1443
C 4.1264 -4.4641 -3.5515
H 5.0730 0.7765 -4.5497
H 4.3596 1.2233 -3.0268
H 3.6080 -0.0244 -4.0983
H 6.2193 -0.1126 -2.4647
H 5.9642 -1.3236 -3.6259
H 3.3184 -4.2464 -4.2499
H 3.7924 -5.0595 -2.7017
H 4.7644 -5.1007 -4.1645
C 1.8869 5.5418 0.7972
C 1.1680 4.5770 -0.1332
C 1.9435 3.2838 -0.0519
O 3.2231 3.6865 0.3615
C 3.2659 5.0973 0.5627
H 1.6325 5.2908 1.8269
H 1.7823 6.6157 0.6421
H 1.2703 4.9060 -1.1673
H 0.1174 4.3477 0.0451
H 1.9683 2.9269 -1.0815
H 1.4345 2.5595 0.5838
H 3.7116 5.5687 -0.3132
H 3.8784 5.3875 1.4164
C -1.1924 -5.0575 4.8158
C -0.6231 -4.9770 3.3913
C -0.8451 -3.5261 3.0250
O -2.1376 -3.2795 3.6259
C -2.3581 -4.1300 4.7645
H -0.4494 -4.8081 5.5734
H -1.5752 -6.0724 4.9240
H -1.0918 -5.5951 2.6256
H 0.4141 -5.2911 3.2744
H -0.9849 -3.4143 1.9498
H -0.1140 -2.8250 3.4274
H -3.2581 -4.6946 4.5208
H -2.3826 -3.6048 5.7193
C -1.0405 -0.5128 -5.4419
C -0.5380 -1.8970 -4.9873
C 0.9848 -1.8208 -5.3862
O 1.1560 -0.5903 -6.0433
C 0.2234 0.3177 -5.5900
H -1.7005 -0.0052 -4.7385
H -1.5842 -0.5159 -6.3866
H -1.0398 -2.6460 -5.6000
H -0.6076 -2.0912 -3.9170
H 1.3449 -2.6060 -6.0510
H 1.5861 -1.9384 -4.4847
H 0.0054 1.1127 -6.3031
H 0.5231 0.8650 -4.6963
C -1.2451 -0.4564 -1.2424
C -0.0619 -1.3811 -0.9115
C 1.1409 -0.4820 -1.1555
O 0.6594 0.8525 -1.2633
C -0.7074 0.9300 -0.7884
H -2.2118 -0.6174 -0.7653
H -1.4581 -0.4741 -2.3112
H -0.0068 -2.2268 -1.5969
H 0.0111 -1.7415 0.1146
H 1.6778 -0.7263 -2.0721
H 1.7996 -0.5498 -0.2898
H -1.3051 1.7133 -1.2546
H -0.7402 1.1195 0.2845
```

Properties
Frontier orbital gap ... 9.9279 eV
Highest occupied orbital energy ... -9.2 eV
E_LUMO ... 0.679 eV
Total charge ... 0
Energy above the lowest of the compared OMol25 structures with the same formula, charge and spin ... 158.62 kJ/mol


ORCA calculation (wB97M-V/def2-TZVPD) on 2 unconnected molecules or ions with the total composition C5H7N2O.

XYZ file:
```
15
Properties=species:S:1:pos:R:3
C 1.0573 1.4853 -0.5686
C 1.3746 0.2034 -0.8893
C -0.4034 0.1521 0.5587
C -3.0593 0.2207 -0.4226
C 0.5575 -1.9460 -0.0194
N 0.0849 1.4527 0.4125
N 0.5244 -0.6404 -0.1677
O -1.9081 0.0416 -0.6817
H 1.6734 2.2342 -1.0083
H 2.1754 0.0258 -1.5322
H -0.9371 0.0096 1.4479
H -3.6842 0.1917 0.4083
H -0.1818 -2.2937 0.6648
H 1.3123 -2.5180 -0.5863
H -0.4269 2.2303 0.8308
```

Properties
Frontier orbital gap (spin up / spin down) ... 7.9057 / 7.3389 eV
Highest occupied orbital energy (spin up / spin down) ... -12.4 / -11.8 eV
E_LUMO (spin up / spin down) ... -4.470 / -4.503 eV
Total charge ... +1
Energy above the lowest of the compared OMol25 structures with the same formula, charge and spin ... 434.55 kJ/mol